Molecular formula: C6H13O2
Method: DFT, the ωB97M-V functional and the def2-TZVPD basis

Element x y z (Å)
C 1.6233 -1.1976 -0.3471
C 0.5871 -0.4457 0.0432
H -2.2567 1.9567 0.6285
C 1.8833 -2.6271 0.1126
C -0.0348 2.0094 0.7320
H -0.2344 -0.8521 0.6913
H 1.7700 -2.7368 1.2402
H 2.3938 -0.8820 -0.9175
H -2.3989 -1.6305 -0.2227
H 0.9209 2.6862 0.7194
H 0.8969 1.4043 -1.0804
C 0.2065 0.8935 -0.4310
C -1.3934 2.8178 0.4739
O -2.4556 -1.7731 -1.1417
H -0.0378 1.4392 1.6623
H 1.1995 -3.3574 -0.4755
H -0.6926 0.8961 -1.0037
H 2.9704 -2.9642 0.0114
H -1.9592 -2.5466 -1.2871
H -1.4709 3.1562 -0.6936
O -1.5172 3.7538 1.2856

## Properties
charge = -2
HOMO energy (alpha / beta) = 3.4 / -0.2 eV
<S²> = 0.750
energy relative to the best compared isomer or geometry (same formula, charge and spin) = 3.555 eV
frontier orbital gap (alpha / beta) = 2.90 / 6.76 eV
multiplicity = 2